38
Properties=species:S:1:pos:R:3:forces:R:3:lowdin_charge:R:1 method="wB97M-V/def2-TZVPD" energy_ev=-28521.00078 multiplicity=1 e_above_lowest_kcal_mol=4.6 total_charge=+1 lumo_energy_ha=-0.310 homo_lumo_gap_ev=4.1391
Cd 12.519 0.046 10.599 0.5 0.2 -0.3 1.0829
I 14.601 1.101 9.425 -0.5 -0.3 0.3 0.2821
C 19.117 -0.109 9.232 -0.4 0.4 -0.6 -0.0458
C 19.093 1.218 9.976 0.6 -0.1 -0.3 -0.4933
C 18.942 2.447 9.096 -1.3 0.4 0.2 -0.0526
O 18.090 1.191 10.991 0.0 0.1 -0.1 -0.0685
H 19.913 -0.136 8.485 0.2 -0.1 0.3 0.0883
H 18.210 -0.242 8.626 -0.1 0.0 0.3 0.0583
H 19.197 -0.925 9.943 0.1 -0.1 -0.1 0.0851
H 20.057 1.310 10.482 -0.2 0.0 0.3 0.1422
H 19.790 2.654 8.453 0.1 0.0 0.0 0.0874
H 18.684 3.309 9.722 0.7 0.0 0.2 0.0745
H 18.015 2.414 8.493 0.3 -0.5 -0.3 0.0632
H 17.250 1.167 10.519 0.0 -0.1 0.2 -0.0355
C 15.615 6.464 7.188 -0.2 -0.4 0.5 -0.0440
C 15.793 5.187 7.990 0.4 -0.7 0.2 -0.4974
C 16.262 5.473 9.418 -0.1 0.4 -0.7 -0.0568
O 14.542 4.474 8.009 -0.2 0.3 -0.1 -0.0930
H 16.597 6.883 6.981 -0.1 0.2 -0.1 0.0866
H 15.027 7.146 7.804 0.1 0.2 -0.2 0.0861
H 15.071 6.286 6.264 0.1 -0.1 -0.1 0.0831
H 16.526 4.513 7.526 0.1 0.3 -0.2 0.1245
H 16.453 4.565 9.989 -0.2 0.0 0.1 0.0599
H 15.486 6.094 9.869 0.1 -0.1 0.4 0.0863
H 17.193 6.043 9.374 0.0 0.0 0.1 0.0879
H 14.686 3.631 8.443 0.0 0.1 0.1 -0.0786
C 17.177 -2.136 4.899 -0.1 0.1 0.1 -0.0506
C 16.913 -0.841 5.630 -0.3 0.3 0.4 -0.4955
C 16.093 0.158 4.821 0.4 -0.1 0.0 -0.0530
O 16.196 -1.181 6.832 -0.1 -0.4 0.1 -0.1018
H 16.233 -2.600 4.607 0.0 0.2 -0.2 0.0871
H 17.672 -2.872 5.531 0.2 0.2 0.0 0.0828
H 17.790 -1.901 4.030 0.0 -0.3 -0.1 0.0876
H 17.855 -0.367 5.933 0.1 -0.1 -0.1 0.1290
H 15.102 -0.257 4.638 -0.1 0.1 0.0 0.0859
H 16.571 0.383 3.866 0.0 -0.1 0.0 0.0858
H 16.031 1.106 5.362 -0.2 0.0 0.0 0.0710
H 15.931 -0.388 7.304 0.1 0.2 -0.2 -0.0414